1.
The following is a quantum chemistry calculation of a molecular structure, C20H39F4LiN6O3P2, from OMol25.

* largest force on an atom: 0.0140 Eh/bohr
* ΔE to the lowest compared entry with this formula, charge and spin: 0.352 eV
* E_HOMO: -5.94 eV
* total charge: 0
* E_tot: -2429.65415 Eh
* frontier orbital gap: 6.1 eV
* LUMO: 0.006 hartree

XYZ file:
```
75
Properties=species:S:1:pos:R:3:mulliken_charge:R:1
P 0.85 -1.91 -0.85 -0.861
P 1.87 0.26 0.72 -0.769
F -3.47 3.53 -1.94 -0.349
F -2.52 5.86 -2.70 -0.338
F -0.11 3.35 1.45 -0.354
F 0.90 5.60 0.54 -0.352
O 0.70 1.00 0.21 -0.839
O 1.96 -1.26 0.15 0.533
O -0.48 -1.26 -0.74 0.303
N 3.29 0.87 0.19 0.777
N 1.81 0.08 2.33 0.779
N -2.22 2.04 0.22 -0.440
N 0.89 -3.47 -0.39 0.585
N 1.44 -1.77 -2.37 0.350
N -3.07 -0.72 0.44 1.050
C 2.88 -0.61 3.03 -1.091
C -3.62 1.69 0.04 -0.698
C 3.48 2.31 0.39 -0.839
C -1.83 3.25 -0.22 0.146
C -3.63 -1.42 -0.72 -0.841
C -0.70 3.89 0.35 -0.214
C -1.90 5.23 -1.68 0.062
C -2.86 -1.65 1.55 -1.032
C -2.41 4.02 -1.25 0.794
C -0.19 5.09 -0.09 0.312
C -1.81 -1.16 2.54 -0.802
C -0.15 -4.36 -0.91 -1.085
C 2.67 -2.47 -2.74 -0.921
C 4.50 0.12 -0.09 -0.904
C 2.00 -4.14 0.27 -0.888
C -0.77 5.81 -1.13 -0.693
C -3.89 0.43 0.86 -1.363
C 1.28 -0.47 -3.04 -0.872
C -3.41 -0.74 -2.07 -1.217
C 0.88 0.83 3.17 -0.781
Li -1.06 0.40 0.10 1.199
H 2.69 -3.45 -2.29 0.270
H 4.30 -0.94 -0.14 0.187
H -2.44 -0.23 -2.09 0.178
H 2.16 0.16 -2.89 0.295
H 2.70 -2.59 -3.82 0.363
H 1.63 -4.71 1.13 0.306
H -0.62 -4.89 -0.08 0.339
H 0.27 -5.09 -1.60 0.313
H 0.40 0.15 3.88 0.288
H 0.41 0.05 -2.66 0.093
H 1.16 -0.63 -4.11 0.396
H -2.05 -0.17 2.94 0.347
H 3.44 0.08 3.67 0.321
H 2.50 -4.84 -0.41 0.349
H 2.48 -1.41 3.66 0.326
H 2.73 -3.42 0.63 0.123
H -2.53 -2.60 1.14 0.394
H 1.40 1.61 3.73 0.269
H -3.92 1.52 -0.99 0.163
H -0.92 -3.78 -1.42 0.251
H 2.53 2.80 0.64 0.127
H 4.93 0.44 -1.04 0.313
H -4.29 2.47 0.43 0.606
H -3.18 -2.40 -0.75 0.380
H 3.84 2.77 -0.53 0.348
H -1.73 -1.85 3.38 0.511
H 0.12 1.30 2.56 0.094
H -4.71 -1.58 -0.57 0.422
H -3.63 0.67 1.89 0.285
H -0.37 6.75 -1.47 0.496
H -3.41 -1.50 -2.86 0.403
H -3.81 -1.85 2.08 0.347
H 3.58 -1.06 2.33 0.252
H -4.18 -0.02 -2.32 0.368
H 4.20 2.50 1.19 0.289
H -0.83 -1.10 2.05 -0.008
H -4.96 0.17 0.83 0.342
H 3.56 -1.91 -2.43 0.224
H 5.26 0.30 0.69 0.280
```

2.
The following is a quantum chemistry calculation of a molecular structure, C20H39IOPdSi4 in a non-equilibrium geometry, from OMol25.

* largest force on an atom: 0.0214 Eh/bohr
* ΔE to the lowest compared entry with this formula, charge and spin: 0.438 eV
* E_HOMO (alpha / beta): -0.96 / -0.95 eV
* total charge: -2
* E_tot: -2444.34391 Eh
* frontier orbital gap (alpha / beta): 5.6 / 5.6 eV
* LUMO (alpha / beta): 0.171 / 0.171 hartree

XYZ file:
```
66
Properties=species:S:1:pos:R:3:mulliken_charge:R:1
I 0.07 0.81 -4.36 -0.721
Pd 0.09 -0.19 -1.74 0.210
Si -1.14 0.69 0.00 0.568
Si -0.43 2.88 0.36 0.382
Si -3.39 0.66 -0.54 0.513
Si -0.88 -0.50 1.97 0.152
O -1.10 -2.07 -1.66 -0.429
C -0.34 -2.85 -2.49 1.101
C -1.30 -2.31 1.67 -0.944
C 5.57 -0.19 -0.76 -0.502
C 6.01 -0.81 1.90 -0.523
C -1.24 3.80 1.81 -1.068
C -3.66 1.45 -2.23 -1.027
C 6.86 -0.28 -0.27 -0.390
C -4.56 1.56 0.66 -1.070
C 7.10 -0.60 1.06 -0.378
C -1.13 -3.29 -3.73 -1.693
C -3.97 -1.12 -0.67 -0.776
C 3.12 -0.31 -0.43 -0.152
C 0.22 -4.06 -1.74 -1.575
C 2.00 -0.25 -0.91 -1.271
C 1.42 2.91 0.68 -0.962
C 4.71 -0.72 1.42 -0.185
C 0.92 -0.44 2.54 -0.610
C -0.75 3.92 -1.17 -1.022
C -1.90 0.06 3.47 -1.057
C 4.46 -0.41 0.07 0.848
H -2.00 -3.88 -3.41 0.343
H -4.14 -1.56 0.32 0.218
H 1.83 3.91 0.55 0.475
H -5.59 1.48 0.31 0.344
H 7.70 -0.10 -0.94 0.341
H -1.48 -2.40 -4.25 0.272
H -2.33 3.85 1.70 0.231
H -4.30 2.62 0.73 0.241
H -4.50 1.14 1.66 0.225
H 0.87 -4.68 -2.39 0.425
H -0.20 4.86 -1.13 0.393
H -0.87 -2.96 2.44 0.457
H -0.85 4.83 1.86 0.354
H -3.19 -1.71 -1.17 -0.014
H 1.92 2.23 -0.02 0.125
H -1.69 1.10 3.73 0.232
H -1.67 -0.57 4.34 0.343
H -2.97 -0.02 3.27 0.250
H 1.57 -0.59 1.67 -0.414
H -0.43 3.37 -2.06 0.229
H 5.38 0.06 -1.80 0.451
H 1.17 0.52 2.98 0.300
H -2.39 -2.47 1.66 0.234
H -4.90 -1.20 -1.24 0.416
H 1.12 -1.23 3.27 0.475
H -1.82 4.15 -1.29 0.214
H 0.55 -2.31 -2.88 0.122
H 6.18 -1.06 2.94 0.353
H -3.51 2.53 -2.19 0.224
H 1.66 2.56 1.69 0.228
H 0.81 -3.71 -0.89 0.237
H 8.11 -0.67 1.44 0.346
H -0.60 -4.68 -1.37 0.305
H 3.87 -0.89 2.07 0.391
H -0.92 -2.60 0.68 -0.014
H -0.51 -3.88 -4.42 0.413
H -1.02 3.31 2.76 0.255
H -2.94 1.05 -2.94 0.172
H -4.67 1.25 -2.61 0.388
```

3.
The following is a quantum chemistry calculation of C20H39N3 in the gas phase, from OMol25.

* largest force on an atom: 0.0075 Eh/bohr
* ΔE to the lowest compared entry with this formula, charge and spin: 0.000 eV
* E_HOMO: -8.21 eV
* total charge: 0
* E_tot: -949.69181 Eh
* SMILES string: CC(C)=CCC/C(C)=C/CC(C)(C)CNCCN1CCNCC1
* frontier orbital gap: 9.1 eV
* LUMO: 0.031 hartree

XYZ file:
```
62
Properties=species:S:1:pos:R:3:mulliken_charge:R:1
N 1.71 -0.81 -1.29 -0.171
N 6.33 1.14 0.84 -0.380
N 4.35 -0.71 -0.15 0.719
C 2.16 -1.80 -0.34 -0.197
C 0.20 1.03 -0.35 2.771
C 4.60 -0.58 1.28 -0.893
C -2.07 0.35 0.60 -0.614
C -3.18 -0.93 -1.26 -1.897
C -4.89 -0.84 1.67 -0.589
C 0.85 2.16 -1.16 -1.922
C -5.74 1.71 0.23 -1.175
C 3.68 -1.96 -0.49 -1.358
C 0.36 -0.31 -1.11 -1.513
C 6.10 0.92 -0.58 -0.915
C -2.87 -0.61 0.17 1.630
C -1.31 1.35 -0.23 -1.862
C 5.12 0.83 1.58 -0.883
C -6.31 0.35 -0.04 1.230
C 0.85 0.98 1.03 -1.667
C -7.38 0.31 -1.10 -1.606
C -5.93 -0.75 0.60 -0.759
C 5.58 -0.49 -0.88 -0.789
C -3.59 -1.49 1.18 -1.508
H 2.38 -0.05 -1.31 0.299
H -2.72 -1.88 -1.53 0.324
H 0.66 1.90 1.57 0.517
H 7.04 1.10 -1.12 0.406
H 4.36 1.56 1.29 0.289
H -6.38 -1.70 0.34 0.261
H -6.14 2.12 1.16 0.316
H -8.19 0.99 -0.84 0.419
H 5.34 -1.33 1.63 0.421
H -1.73 1.42 -1.23 0.356
H 1.68 -2.76 -0.58 0.419
H 5.37 -0.59 -1.95 0.467
H 7.08 0.53 1.15 0.305
H 1.92 0.85 0.94 -0.092
H -5.99 2.39 -0.58 0.394
H -1.41 2.33 0.24 0.494
H -2.94 -1.66 2.04 0.445
H 3.89 -2.18 -1.54 0.489
H -1.94 0.47 1.67 0.432
H -6.97 0.63 -2.06 0.352
H -0.07 -0.18 -2.11 0.258
H -4.66 0.15 2.07 0.371
H 5.32 0.93 2.64 0.402
H 5.36 1.65 -0.91 0.292
H -4.25 -1.02 -1.39 0.559
H 0.42 2.23 -2.15 0.419
H -5.29 -1.44 2.49 0.418
H 1.92 1.99 -1.27 0.336
H -3.82 -2.45 0.73 0.475
H -4.65 1.66 0.32 0.117
H 0.45 0.15 1.61 0.458
H -0.23 -1.07 -0.59 0.483
H 6.36 -1.24 -0.61 0.369
H 1.92 -1.56 0.70 0.172
H -7.79 -0.69 -1.21 0.368
H 3.66 -0.75 1.82 0.436
H -2.80 -0.17 -1.94 0.245
H 4.04 -2.80 0.12 0.378
H 0.72 3.12 -0.65 0.479
```

4.
The following is a quantum chemistry calculation of a molecular structure, C20H39N3O2 in a non-equilibrium geometry, from OMol25.

* largest force on an atom: 0.3563 Eh/bohr
* ΔE to the lowest compared entry with this formula, charge and spin: 24.420 eV
* E_HOMO: -8.94 eV
* total charge: 0
* E_tot: -1099.39267 Eh
* frontier orbital gap: 9.4 eV
* LUMO: 0.019 hartree

XYZ file:
```
64
Properties=species:S:1:pos:R:3:mulliken_charge:R:1
O 0.22 0.71 1.09 -0.705
O -2.95 0.38 -2.56 -0.740
N 1.42 -3.12 3.64 0.099
N -1.08 1.02 -1.15 -0.040
N -1.04 -0.80 1.96 0.028
C -1.64 0.92 -2.27 0.039
C -1.16 3.07 -3.37 -0.523
C -0.86 0.30 1.20 0.485
C 5.12 -5.08 3.51 -1.220
C 0.38 -2.49 2.82 -2.602
C 3.90 -4.18 3.02 -0.776
C -1.15 0.79 -4.73 -1.630
C -0.80 3.15 -5.82 0.228
C -2.26 2.77 1.10 -2.750
C -0.31 1.69 -5.64 -1.372
C 0.10 3.91 -6.88 -1.214
C -0.64 3.78 -4.51 -1.774
C -1.77 0.54 0.20 -1.227
C -3.72 0.95 1.64 -1.536
C 2.60 -2.21 3.70 -0.932
C 3.67 -3.00 4.03 -0.348
C -0.85 1.64 -3.29 0.357
C -0.30 -1.19 3.24 -0.445
C 0.97 -3.18 5.16 -0.910
C -2.86 1.62 0.84 1.394
H 4.09 -3.93 2.02 0.360
H -1.19 3.51 -2.45 0.561
H 1.25 3.70 -6.92 0.278
H -0.14 -3.83 5.08 0.236
H -2.05 -1.21 2.00 0.319
H 0.56 1.63 -5.55 0.966
H -4.76 1.53 1.96 0.299
H 0.71 -0.26 3.08 0.206
H -0.34 1.47 -0.69 0.332
H -2.28 3.18 -3.67 0.223
H 4.75 -2.47 4.16 0.335
H -0.71 0.06 -4.58 1.058
H -2.27 -0.30 -0.21 0.844
H -4.13 0.00 1.29 0.394
H 2.75 -1.60 2.85 0.630
H 3.11 -4.51 3.12 0.699
H -0.49 1.09 -6.80 0.243
H 4.89 -5.62 4.46 0.308
H 2.59 -1.43 4.43 0.290
H -1.83 3.15 0.30 0.624
H 0.15 1.48 -3.06 0.462
H 0.66 -2.46 2.03 1.269
H 5.21 -5.90 2.80 0.369
H 3.63 -3.41 5.17 0.079
H 6.16 -4.63 3.66 0.290
H -3.20 0.77 2.80 0.106
H -3.69 1.64 -0.26 0.211
H -0.81 4.67 -4.62 0.885
H -0.30 4.88 -7.13 0.426
H -0.41 3.18 -7.97 0.217
H -0.88 -1.01 3.96 0.736
H -1.71 3.08 -6.19 0.572
H 0.55 3.74 -4.32 0.262
H -2.97 3.46 1.32 0.563
H -0.40 -3.07 2.80 0.695
H -1.66 2.72 1.71 0.928
H -2.29 0.79 -5.02 0.187
H 0.64 -2.33 5.72 0.377
H 1.80 -3.71 5.76 0.272
```

5.
The following is a quantum chemistry calculation of a molecular structure, C20H40Be2Br2ClF7N5O13P2S4 in a non-equilibrium geometry, from OMol25.

* largest force on an atom: 0.0829 Eh/bohr
* E_HOMO: -5.58 eV
* total charge: -1
* E_tot: -10649.43166 Eh
* frontier orbital gap: 1.8 eV
* LUMO: -0.139 hartree

XYZ file:
```
96
Properties=species:S:1:pos:R:3:mulliken_charge:R:1
Br -2.03 2.99 -1.51 0.075
Br -3.30 4.92 1.38 -0.105
Cl -1.96 1.16 5.82 -0.145
S 5.38 -3.40 -11.87 1.109
S 1.03 -4.84 -5.00 -0.171
S 3.68 -1.91 -4.07 1.387
S 3.36 -3.34 -10.19 1.124
P 1.14 -3.03 -5.67 0.481
P 1.50 -1.49 -4.01 -0.444
F -5.70 -1.06 1.46 -0.728
F 4.23 -1.30 -1.42 -0.160
F 6.83 -4.06 -11.75 -0.273
F 5.72 -2.42 -2.51 -0.217
F 3.52 -1.75 -10.30 -0.298
F -0.84 -6.49 0.34 -0.806
F 5.45 -0.34 -2.93 -0.240
O 2.97 -3.48 -8.81 -0.540
O 4.18 -1.13 -5.19 -0.738
O -5.46 1.36 7.65 -0.491
O 1.47 4.33 7.41 -0.381
O 2.35 -3.63 -11.15 -0.615
O -2.08 -0.09 1.54 -0.249
O 4.85 -4.05 -13.02 -0.592
O -0.36 -2.68 -6.36 -0.433
O 2.13 -2.89 -6.94 -0.103
O 5.69 -2.02 -11.98 -0.590
O 3.99 -3.29 -4.40 -0.652
O -3.47 1.89 8.27 -0.535
O -0.42 4.54 6.30 -0.577
N -0.98 1.21 3.79 -0.449
N 4.81 -3.88 -10.47 -0.312
N 2.15 -3.36 -2.04 -0.138
N 1.46 -0.64 -0.35 -0.660
N -4.64 2.14 8.07 0.882
C 0.31 3.83 6.95 0.672
C 0.50 -4.65 -0.77 -0.741
C 1.14 -2.79 -2.66 0.488
C 4.78 -1.47 -2.62 0.481
C -0.24 -3.10 -2.42 -0.256
C -3.29 -0.82 1.83 -0.887
C -0.56 -4.05 -1.47 -0.769
C -2.24 1.30 1.65 -0.783
C 1.61 -0.04 -2.77 -1.437
C 0.92 -0.23 -1.42 0.777
C -0.60 0.11 -1.40 -0.703
C -3.43 1.53 3.89 -2.583
C -3.02 5.48 -0.46 -0.544
C 3.26 2.70 7.64 -0.933
C -2.17 1.80 3.09 0.873
C 2.31 3.65 8.34 -0.349
C 1.81 -4.25 -1.12 -0.535
C -0.01 2.37 7.16 -0.302
C -5.12 3.52 8.36 -0.748
C -3.39 4.39 -1.43 -0.693
Be 0.92 -4.25 1.69 0.335
Be -0.61 -3.45 -8.34 0.498
H -0.98 -2.34 -5.69 0.319
H -4.28 4.10 8.73 0.310
H -1.60 -4.32 -1.28 0.561
H -4.20 -0.29 1.50 0.477
H 0.74 -0.69 0.37 0.230
H 3.85 3.24 6.90 0.295
H -1.10 2.27 7.24 -0.106
H 0.25 -5.41 0.04 0.681
H -0.15 1.52 3.27 0.344
H -3.24 -1.77 1.30 0.266
H 2.72 1.92 7.10 0.258
H -1.04 -2.61 -2.98 0.320
H -0.74 1.04 -0.83 -0.370
H -1.41 1.74 1.09 0.380
H 0.42 1.96 8.07 0.377
H -4.34 1.78 3.33 0.394
H -4.33 3.90 -1.19 0.417
H 1.68 -0.52 -5.07 0.440
H -3.51 0.49 4.20 0.604
H -3.44 4.78 -2.44 0.362
H -5.90 3.44 9.12 0.289
H -1.02 0.20 3.64 0.325
H -3.42 2.14 4.78 0.842
H 2.62 0.40 -2.66 0.569
H -1.09 -0.70 -0.83 0.152
H -1.00 0.15 -2.42 0.582
H -5.50 3.94 7.44 0.296
H 3.94 2.23 8.35 0.346
H 2.64 -4.72 -0.56 0.413
H 0.08 -1.22 -4.10 -0.011
H 1.04 0.78 -3.25 0.563
H -3.16 1.63 1.15 0.473
H -1.98 5.78 -0.54 0.386
H -3.66 6.34 -0.60 0.335
H 2.88 4.42 8.85 0.304
H 2.05 -1.96 -7.22 0.282
H 0.34 1.81 6.30 0.157
H 1.72 3.15 9.11 0.369
H -3.35 -1.05 2.90 0.240
H -2.04 2.88 3.06 0.251
```

6.
The following is a quantum chemistry calculation of 9 unconnected molecules or ions with the total composition C20H40Br18Si in a non-equilibrium geometry, from OMol25.

* largest force on an atom: 0.0890 Eh/bohr
* E_HOMO: -8.75 eV
* total charge: 0
* E_tot: -47407.67314 Eh
* frontier orbital gap: 8.9 eV
* LUMO: 0.007 hartree

XYZ file:
```
79
Properties=species:S:1:pos:R:3:mulliken_charge:R:1
Br 1.74 -2.12 3.16 -0.146
Br 3.70 0.33 -6.31 -0.128
Br 0.21 6.44 1.48 -0.159
Br -2.68 2.14 8.26 -0.048
Br -0.51 -3.11 0.40 -0.087
Br 1.75 -6.46 -3.96 -0.015
Br 1.61 2.66 3.90 -0.172
Br -0.46 2.98 11.09 -0.121
Br -1.99 3.03 4.61 -0.067
Br 2.45 4.10 -3.56 -0.136
Br -4.58 -1.55 2.48 -0.140
Br -0.51 2.88 0.86 -0.035
Br -2.33 -0.62 5.27 -0.133
Br 1.03 -0.94 -3.66 -0.115
Br 5.27 -2.49 -8.11 -0.137
Br -1.23 4.10 -3.80 -0.158
Br -2.37 -0.49 -2.29 -0.135
Br 0.70 -9.61 -5.58 -0.149
Si 1.58 -6.76 -1.39 0.327
C -0.48 2.93 5.84 -0.256
C -1.88 4.03 10.26 -0.605
C 1.26 5.11 0.53 -0.502
C -0.70 0.38 -1.80 -0.106
C 0.28 -1.13 2.32 -0.176
C 0.39 4.19 -0.28 -0.216
C 0.10 4.92 -4.97 -0.490
C 1.31 4.03 -5.13 -0.591
C 0.71 3.68 5.30 -0.573
C 2.88 -1.10 -7.36 -0.583
C 0.80 -7.81 -6.31 -0.609
C 2.01 -7.08 -5.80 -0.448
C -0.87 -2.04 1.99 -0.374
C -4.95 -0.51 4.09 -0.639
C 0.79 -5.16 -2.15 -0.855
C 3.58 -2.41 -7.14 -0.556
C 0.11 -4.20 -2.49 0.343
C 0.15 0.67 -3.01 -0.387
C -3.79 0.38 4.44 -0.533
C -3.05 3.16 9.88 -0.611
H 0.70 -0.63 1.45 0.258
H 0.86 -7.94 -7.39 0.368
H -0.75 -3.49 -2.57 0.429
H -3.37 0.90 3.58 0.267
H 0.99 3.60 -0.97 -0.059
H 3.81 -2.61 -6.09 0.350
H -0.39 4.71 -0.83 0.339
H 2.19 -6.17 -6.38 0.112
H -0.28 1.88 6.02 0.388
H 1.93 4.38 -5.95 0.347
H 2.87 -7.01 -2.04 -0.087
H -3.92 3.77 9.64 0.348
H -3.32 2.44 10.65 0.358
H 1.93 5.68 -0.12 0.368
H -0.42 1.08 -3.84 0.395
H 2.92 -7.69 -5.81 0.396
H 1.92 -6.53 0.03 -0.171
H 0.33 5.89 -4.55 0.388
H 2.99 -3.23 -7.54 0.306
H -5.83 0.08 3.85 0.385
H 2.89 -0.77 -8.40 0.425
H -0.14 -7.31 -6.06 0.378
H -0.83 3.40 6.76 -0.077
H 1.47 3.82 6.07 0.411
H 0.96 1.35 -2.75 0.068
H -0.01 -0.38 3.06 0.045
H -5.19 -1.23 4.88 0.377
H -4.08 1.12 5.19 0.387
H -2.17 4.76 11.02 0.368
H -1.00 1.30 -1.30 0.057
H -0.21 -0.27 -1.07 0.169
H 1.85 -1.15 -7.01 0.308
H 0.68 -7.91 -1.45 -0.098
H -1.76 -1.45 1.74 0.064
H 0.45 4.65 4.87 0.369
H -1.44 4.55 9.42 0.332
H 1.05 2.98 -5.29 0.314
H -0.41 5.05 -5.93 0.352
H 1.85 4.58 1.28 0.306
H -1.12 -2.74 2.79 0.484
```